Record 1
A molecular structure, C27H35BrF5MoO6PS5Sb. Source: the OMol25 dataset; level of theory: the ωB97M-V functional and the def2-TZVPD basis.

Last column: Löwdin charge in e.
Atoms and positions in Å:
Sb: -3.408 -0.314 3.063  0.31
Mo: -1.091 -0.867 0.802  1.23
Br: 1.877 -0.736 -1.065  0.82
S: -1.352 0.754 2.565  -0.03
S: 4.649 0.790 3.536  0.10
S: -3.458 -1.237 0.874  0.04
S: -5.120 1.241 3.271  -0.26
S: 2.109 -1.218 2.459  0.20
P: 3.394 -0.679 3.858  -0.23
F: -2.657 -6.368 -2.370  0.10
F: -2.601 -0.941 -2.502  0.10
F: -4.140 -2.303 -4.225  0.10
F: -1.116 -5.025 -0.628  0.11
F: -4.190 -5.035 -4.189  0.09
O: -2.087 -2.924 3.810  -0.08
O: -0.848 -2.335 2.062  -0.40
O: 2.571 -0.444 5.260  -0.36
O: -1.010 -2.293 -0.664  -0.28
O: 4.293 -1.943 4.338  -0.35
O: -0.838 0.435 -0.607  -0.39
C: -3.302 2.362 -3.215  -0.04
C: -1.263 -3.172 2.947  -0.50
C: 2.891 1.999 -5.608  -0.08
C: 0.957 0.525 -2.120  -0.56
C: -0.305 0.965 -1.686  -0.34
C: -3.390 -2.971 -3.335  -0.15
C: 1.336 1.639 5.035  -0.09
C: -3.419 -4.354 -3.320  -0.16
C: 1.560 1.026 -3.259  -0.08
C: 1.524 2.601 -5.282  -0.56
C: -1.782 -2.923 -1.493  -0.30
C: 1.265 0.144 5.289  -0.53
C: 4.086 -2.775 6.590  -0.06
C: 2.488 -3.600 4.819  -0.09
C: -0.316 2.449 -3.559  0.00
C: -2.593 -2.278 -2.444  -0.15
C: 0.683 -0.181 6.652  -0.05
C: -0.959 1.971 -2.420  -0.08
C: -2.963 2.010 -0.791  -0.08
C: 0.922 2.004 -4.011  -0.18
C: -2.131 4.095 -1.823  -0.05
C: 3.884 -3.074 5.111  -0.47
C: -2.317 2.586 -2.053  -0.52
C: 0.587 2.334 -6.467  -0.05
C: -1.846 -4.327 -1.507  -0.14
C: -2.638 -5.025 -2.398  -0.15
C: 1.698 4.116 -5.108  -0.05
H: 0.661 -0.325 4.507  0.06
H: 1.750 1.839 4.048  0.05
H: -1.447 4.271 -0.992  0.09
H: 3.402 -1.989 6.907  0.07
H: 3.901 -3.673 7.186  0.07
H: -3.424 1.296 -3.411  0.08
H: 2.346 4.333 -4.257  0.09
H: 1.013 2.738 -7.390  0.08
H: 4.599 -3.849 4.813  0.13
H: -0.340 0.194 6.720  0.08
H: -4.279 2.774 -2.950  0.08
H: 1.977 2.118 5.780  0.08
H: 2.146 4.553 -6.006  0.08
H: 0.334 2.070 5.084  0.06
H: -3.180 0.947 -0.887  0.03
H: -0.390 2.796 -6.314  0.07
H: -3.094 4.549 -1.574  0.08
H: 0.741 4.610 -4.933  0.07
H: -2.344 2.142 0.098  0.06
H: 2.533 0.643 -3.530  0.09
H: 0.663 -1.260 6.816  0.07
H: -3.909 2.532 -0.624  0.09
H: 5.107 -2.437 6.768  0.08
H: 2.350 -4.527 5.384  0.08
H: 1.279 0.281 7.443  0.08
H: 1.717 -2.890 5.120  0.06
H: -1.734 4.607 -2.701  0.07
H: -0.820 3.220 -4.129  0.10
H: 3.609 2.176 -4.805  0.09
H: 2.825 0.922 -5.773  0.08
H: 3.285 2.456 -6.519  0.08
H: 0.429 1.262 -6.599  0.09
H: -0.722 -4.131 2.905  0.14
H: 2.355 -3.799 3.758  0.05
H: -2.973 2.843 -4.137  0.07

## Properties
- ⟨S²⟩: 3.78
- Max |F|: 0.53 eV/Å
- Charge: -2
- 2S+1: 4
- Energy above the lowest of the compared OMol25 structures with the same formula, charge and spin: 0.281 eV
- Frontier orbital gap (alpha / beta): 6.04 / 4.65 eV

***

Record 2
2 unconnected molecules or ions with the total composition C14H19F3N2O5PS2. Source: the OMol25 dataset; level of theory: the ωB97M-V functional and the def2-TZVPD basis.

Last column: Löwdin charge in e.
Atoms and positions in Å:
S: 0.829 -0.040 -1.377  0.63
S: 3.341 -0.187 -0.051  1.10
P: -0.855 -0.547 2.495  0.49
F: 5.602 -0.411 -1.237  0.04
F: 5.103 1.682 -0.641  0.05
F: 4.146 0.771 -2.418  0.08
O: 0.481 -1.073 -0.442  -0.31
O: 1.139 -0.358 -2.747  -0.29
O: -1.552 -1.389 1.487  -0.31
O: -1.548 0.866 2.844  -0.24
O: -0.737 -1.252 3.952  -0.24
N: 2.093 0.852 -0.693  -0.55
N: 2.695 -1.731 2.260  0.02
C: 4.599 0.526 -1.166  -0.79
C: 0.796 -0.026 2.040  -0.27
C: -2.630 1.899 -0.783  -0.06
C: 1.809 -0.933 2.146  -0.52
C: -0.615 -2.702 3.918  -0.28
C: 2.026 2.111 0.025  -0.17
C: -0.421 1.215 -1.380  -0.28
C: -1.194 -3.243 5.201  -0.09
C: -3.062 2.433 3.864  -0.09
C: -2.354 3.162 -1.323  -0.09
C: -1.125 3.454 -1.913  -0.08
C: -0.173 2.443 -2.009  -0.08
C: -1.661 0.899 -0.833  -0.04
C: -2.715 0.969 3.726  -0.26
H: -0.874 -4.279 5.338  0.07
H: 0.988 2.443 0.109  0.08
H: -0.917 4.465 -2.269  0.10
H: 2.473 1.944 1.017  0.07
H: -3.254 2.882 2.884  0.07
H: -1.195 -3.066 3.048  0.11
H: -3.586 1.653 -0.319  0.11
H: 0.446 -2.953 3.778  0.11
H: -3.544 0.395 3.283  0.12
H: -2.454 0.531 4.700  0.11
H: -2.286 -3.236 5.114  0.07
H: 2.624 2.865 -0.501  0.08
H: 0.780 2.607 -2.513  0.12
H: -3.956 2.545 4.477  0.07
H: -1.802 -0.085 -0.396  0.09
H: 1.028 1.035 2.142  0.04
H: -3.115 3.933 -1.283  0.09
H: -2.250 2.978 4.355  0.08
H: -0.891 -2.638 6.060  0.07

## Properties
- Max |F|: 3.45 eV/Å
- Charge: -1
- 2S+1: 1
- Energy above the lowest of the compared OMol25 structures with the same formula, charge and spin: 0.700 eV
- Frontier orbital gap: 6.01 eV

***

Record 3
C17H26N4O3 in the gas phase. Source: the OMol25 dataset; level of theory: the ωB97M-V functional and the def2-TZVPD basis.

Last column: Löwdin charge in e.
Atoms and positions in Å:
O: -4.742 -2.514 3.445  0.07
O: -1.622 -3.418 1.400  0.06
O: 1.585 0.612 0.773  0.07
N: -4.169 -1.790 5.462  0.13
N: 2.788 2.288 -1.163  -0.16
N: -1.788 -1.851 3.025  0.08
N: 0.859 -0.781 -0.839  -0.01
C: -5.534 -1.586 5.268  -0.11
C: -3.768 -2.334 4.365  -0.36
C: 2.924 3.398 -2.093  -0.21
C: -0.902 -1.201 0.857  -0.07
C: 1.393 0.408 -0.413  -0.42
C: 1.689 -1.164 -3.213  -0.10
C: -5.868 -2.025 4.043  -0.09
C: -1.467 -2.268 1.769  -0.48
C: 0.582 -1.130 -2.204  -0.29
C: 0.392 -1.689 0.207  -0.13
C: -2.381 -2.740 4.003  -0.08
C: 1.091 -2.443 -2.716  -0.09
C: 0.442 3.606 -2.273  -0.20
C: 1.745 4.353 -2.015  -0.18
C: 0.338 2.412 -1.335  -0.13
C: 1.582 1.523 -1.441  -0.25
C: 3.973 1.452 -1.195  -0.08
H: -1.621 -0.893 3.281  0.14
H: 1.170 -1.771 0.966  0.14
H: 0.257 2.749 -0.299  0.13
H: 3.892 0.655 -0.458  0.09
H: -1.651 -1.016 0.082  0.13
H: 4.148 1.004 -2.190  0.09
H: 1.615 1.107 -2.460  0.13
H: 0.422 3.259 -3.313  0.11
H: 4.846 2.055 -0.944  0.09
H: 1.684 -3.040 -2.037  0.11
H: 0.445 -3.011 -3.372  0.10
H: -6.163 -1.143 6.019  0.10
H: 3.027 3.030 -3.134  0.13
H: -1.796 -2.763 4.922  0.13
H: -0.550 1.815 -1.564  0.12
H: -0.417 4.266 -2.141  0.11
H: 0.222 -2.668 -0.232  0.12
H: -2.381 -3.731 3.551  0.13
H: -0.394 -0.821 -2.570  0.15
H: 3.852 3.921 -1.849  0.12
H: -6.779 -2.074 3.476  0.12
H: 1.720 4.803 -1.019  0.12
H: 1.881 5.158 -2.739  0.11
H: 1.466 -0.833 -4.218  0.11
H: -0.720 -0.268 1.389  0.11
H: 2.681 -0.912 -2.862  0.10

## Properties
- Max |F|: 0.26 eV/Å
- 2S+1: 1
- Energy above the lowest of the compared OMol25 structures with the same formula, charge and spin: 2.006 eV
- Frontier orbital gap: 9.39 eV

***

Record 4
C23H27N5O3S in the gas phase. Source: the OMol25 dataset; level of theory: the ωB97M-V functional and the def2-TZVPD basis.

Last column: Löwdin charge in e.
Atoms and positions in Å:
S: -1.537 -3.395 -1.797  0.83
O: -0.426 -3.124 3.012  0.07
O: -3.269 0.085 1.912  0.10
O: 2.811 3.778 0.642  -0.09
N: -0.280 -0.102 -1.023  0.17
N: -0.825 2.074 -1.091  0.05
N: -2.352 0.802 -0.053  0.08
N: 0.239 -1.918 1.223  0.08
N: -2.309 -1.418 0.485  0.10
C: 2.449 2.459 -2.772  -0.09
C: 1.253 2.924 -2.257  -0.02
C: 1.927 4.821 0.962  -0.09
C: 1.578 -1.643 1.702  -0.11
C: 1.264 2.130 1.573  -0.02
C: -1.497 -4.364 -0.235  -0.45
C: -1.160 0.811 -0.718  -0.30
C: -2.791 2.186 0.133  -0.06
C: -2.121 -2.503 1.418  -0.22
C: -2.490 -3.858 0.802  -0.19
C: 2.453 2.500 0.954  -0.28
C: 1.006 0.795 1.830  -0.03
C: -2.687 -0.192 0.890  -0.50
C: -1.791 3.050 -0.671  -0.07
C: 3.102 0.185 0.867  -0.04
C: 3.376 1.512 0.614  -0.01
C: -0.683 -2.541 1.978  -0.46
C: 1.913 -0.194 1.476  -0.22
C: 2.780 1.107 -2.732  -0.10
C: 0.235 -3.349 -2.177  -0.40
C: 1.934 0.166 -2.176  -0.03
C: 0.733 0.609 -1.648  -0.20
C: 0.407 1.989 -1.695  -0.15
H: 3.142 3.160 -3.212  0.10
H: -1.905 -1.535 -0.439  0.04
H: 3.724 0.788 -3.147  0.10
H: 0.763 -2.851 -1.369  0.01
H: 0.080 0.520 2.315  0.12
H: 0.995 3.972 -2.290  0.11
H: -3.484 -3.786 0.357  0.12
H: -2.526 -4.588 1.614  0.12
H: 4.295 1.813 0.139  0.12
H: 0.533 2.869 1.865  0.10
H: -0.032 -1.391 0.392  0.08
H: -1.730 -5.397 -0.497  0.07
H: 0.974 4.718 0.431  0.07
H: 2.303 -2.280 1.182  0.12
H: -2.788 2.421 1.202  0.13
H: 1.738 4.877 2.039  0.10
H: -0.479 -4.312 0.148  0.07
H: 1.599 -1.902 2.767  0.13
H: 2.419 5.736 0.637  0.10
H: 0.602 -4.361 -2.324  0.04
H: -2.780 -2.312 2.273  0.16
H: 3.824 -0.568 0.587  0.12
H: -1.328 3.828 -0.057  0.11
H: -3.813 2.290 -0.236  0.13
H: 2.198 -0.879 -2.148  0.11
H: -2.269 3.525 -1.534  0.13
H: 0.338 -2.777 -3.094  0.03

## Properties
- Max |F|: 0.88 eV/Å
- 2S+1: 1
- Energy above the lowest of the compared OMol25 structures with the same formula, charge and spin: 0.141 eV
- Frontier orbital gap: 8.71 eV